[1]
Computed, not measured: 3 unconnected molecules or ions with the total composition C12H23ClF9O2PS, with ωB97M-V/def2-TZVPD.

Geometry as ORCA input:
```
! wB97M-V def2-TZVPD RIJCOSX def2/J DEFGRID3
* xyz 0 1
F -1.37282 1.05431 2.34753
C -1.68286 0.87469 0.99123
F -1.70744 -0.54250 0.84212
C -3.13489 1.35149 0.58733
C -3.86251 2.32830 1.60595
P -4.28571 4.06707 0.87590
Cl -4.95627 5.97467 0.11289
C -0.53657 1.35507 0.00418
F 0.51616 0.38590 0.11577
F -0.92744 1.33569 -1.36016
S 0.24105 3.01724 0.34595
F -1.07390 3.60826 1.14200
F -0.37234 3.58986 -1.08865
F 1.60946 2.54777 -0.50378
F 1.00078 2.51501 1.71447
F 0.95822 4.49122 0.55503
H -3.15966 1.85784 -0.43913
H -3.80316 0.43552 0.46572
H -4.86903 1.85922 1.87926
H -3.32805 2.52183 2.58031
H -3.24105 3.98993 -0.09498
H -5.63419 3.59386 0.65682
H -3.94144 4.72917 2.11264
C 2.22127 -1.44968 -3.05520
C 0.87901 -0.77788 -2.85159
C 0.10186 -1.26750 -4.06059
O 0.61053 -2.56563 -4.38657
C 1.81717 -2.78723 -3.64884
H 2.80557 -1.55153 -2.13927
H 2.81483 -0.88142 -3.77839
H 0.40648 -1.14523 -1.93563
H 0.93974 0.30906 -2.78894
H 0.26500 -0.61878 -4.92801
H -0.97186 -1.33067 -3.87017
H 1.60010 -3.51957 -2.86338
H 2.58057 -3.20223 -4.31010
C 2.62859 -1.83374 1.80171
C 3.40446 -3.11830 2.00582
C 2.59910 -3.80247 3.09426
O 1.23764 -3.38797 2.92400
C 1.19719 -2.29739 1.99430
H 2.79778 -1.36732 0.82985
H 2.89557 -1.11099 2.57934
H 3.37888 -3.71679 1.08956
H 4.44828 -2.96280 2.28223
H 2.92534 -3.48391 4.09019
H 2.66025 -4.89153 3.04011
H 0.77176 -2.67123 1.05623
H 0.54853 -1.50870 2.38062
*
```

Total energy, eV: -74010.874
Maximum force, hartree/bohr: 0.0857
Gap between HOMO and LUMO, eV: 8.2


[2]
Computed, not measured: a single C12H23FIN2O3PS molecule, with ωB97M-V/def2-TZVPD.

Geometry as ORCA input:
```
! wB97M-V def2-TZVPD RIJCOSX def2/J DEFGRID3
* xyz 0 1
C -3.79210 0.14792 1.27334
C -2.40202 -0.47499 1.12916
C -1.40000 0.49574 0.46266
C -0.92108 1.51472 1.50917
C -0.29621 -0.25148 -0.39400
P -1.21154 -0.46785 -2.05408
O -1.06386 0.98951 -2.74252
O -0.19770 -1.29729 -2.99096
S -3.02187 -1.11497 -2.10504
C 1.03668 0.50947 -0.79924
C 1.79579 1.33728 0.24657
C 3.11058 1.86316 -0.32235
C 3.79212 2.87367 0.59242
F 2.82318 2.47772 -1.56584
N 1.93091 -0.56897 -1.23214
C 1.64857 -1.72626 -0.54158
O 2.34699 -2.70190 -0.49818
C 0.28073 -1.60653 0.15011
I 0.81083 -1.59158 2.26094
C -0.51307 -2.93744 -0.16133
N -1.09619 -3.71784 0.89767
H -3.76817 1.02882 1.92337
H -4.47936 -0.57033 1.72731
H -4.18368 0.43273 0.29482
H -2.50403 -1.38546 0.54030
H -2.02579 -0.74604 2.11938
H -2.00427 1.07075 -0.25619
H -0.72539 2.49700 1.07591
H -0.03957 1.17979 2.05143
H -1.71304 1.64814 2.25294
H -0.89820 1.70325 -2.11389
H -0.10418 -0.86919 -3.85518
H 0.93500 1.19239 -1.63993
H 2.03818 0.75136 1.13722
H 1.21194 2.20082 0.56198
H 3.78101 1.03258 -0.55194
H 3.68372 3.86878 0.15080
H 4.85930 2.67334 0.69374
H 3.33170 2.89531 1.58177
H 2.15692 -0.66145 -2.20801
H -1.30919 -2.69501 -0.86240
H 0.18655 -3.59015 -0.68734
H -0.40451 -4.22555 1.42895
H -1.68567 -3.18394 1.52018
*
```

Total energy, eV: -52884.218
Maximum force, hartree/bohr: 0.0143
Gap between HOMO and LUMO, eV: 9.0


[3]
Computed, not measured: a molecular structure, C12H23FNO8Pb, with ωB97M-V/def2-TZVPD.

Geometry as ORCA input:
```
! wB97M-V def2-TZVPD RIJCOSX def2/J DEFGRID3
* xyz 1 1
Pb -11.17304 30.52542 -23.94751
O -9.88118 27.17491 -25.59435
H -9.63820 27.93768 -26.14503
H -9.91914 26.31144 -26.11462
H -10.70150 27.48310 -25.10149
O -13.86557 27.84844 -23.95358
H -12.89823 28.07676 -24.01268
H -14.13686 27.34781 -24.77801
H -14.42366 28.64250 -23.87705
C -12.47385 25.98388 -26.89052
C -11.48834 25.46190 -27.81671
C -12.04854 24.48927 -28.93531
O -11.23720 24.20847 -29.80731
C -13.46665 24.26109 -29.00957
C -14.37890 24.75842 -28.03159
C -13.80696 25.68018 -26.95924
O -14.53186 26.24017 -26.10290
O -15.57426 24.49884 -28.15716
O -10.29280 25.66863 -27.65691
H -12.06241 26.69849 -26.19006
H -13.86844 23.66436 -29.81544
F -11.99341 28.15345 -24.34130
C -11.94582 33.26739 -21.85302
O -11.83270 31.84090 -21.98556
C -11.58084 31.16894 -20.73293
C -11.18904 29.73150 -21.03978
N -9.90108 29.66283 -21.75219
C -9.62784 28.25854 -22.05286
C -8.12862 28.00531 -22.03389
O -7.53801 28.32084 -20.78592
C -6.15343 28.66275 -20.83893
H -11.00064 33.79912 -21.73194
H -12.57080 33.47553 -20.98564
H -12.39587 33.56500 -22.79944
H -12.48366 31.05398 -20.13124
H -10.77034 31.60848 -20.14958
H -11.95111 29.29938 -21.69828
H -11.20525 29.18597 -20.09260
H -9.17687 29.98065 -21.11180
H -10.11685 27.89587 -22.95580
H -9.94596 27.61179 -21.22321
H -7.73818 28.69458 -22.78996
H -8.08504 26.92947 -22.21986
H -5.61301 27.71924 -20.76390
H -6.02504 29.36709 -20.01979
H -5.84073 29.18788 -21.74523
*
```

Total energy, eV: -38636.337
Maximum force, hartree/bohr: 0.2239
Gap between HOMO and LUMO, eV: 1.9


[4]
Computed, not measured: a molecular structure, C12H23FO6Ti, with ωB97M-V/def2-TZVPD.

Geometry as ORCA input:
```
! wB97M-V def2-TZVPD RIJCOSX def2/J DEFGRID3
* xyz -2 5
Ti 20.32778 2.40940 17.36041
C 20.90845 3.41045 20.92772
C 21.67773 3.97009 19.76225
O 20.92365 4.33438 18.63279
H 21.63899 3.12546 21.68481
H 20.51045 2.41222 20.74539
H 20.24723 4.06539 21.49511
H 22.46370 3.25439 19.52116
H 22.29487 4.81461 20.06887
F 19.38479 4.25202 16.03827
C 15.07708 -1.74084 15.93875
C 16.04331 -1.07141 15.00961
C 15.73719 0.40294 14.62578
O 17.03647 1.04800 14.63026
C 17.86808 0.28303 15.28981
O 19.01717 0.62465 15.55773
O 17.24089 -0.78853 15.77380
H 14.05933 -1.69768 15.55091
H 15.04009 -1.35329 16.95686
H 15.43851 -2.76788 15.99031
H 16.18667 -1.65143 14.09794
H 15.14644 0.87176 15.41274
H 15.27262 0.38544 13.63989
C 20.02876 -1.54997 18.23290
C 20.59715 -0.32841 18.91029
O 19.96722 0.73677 18.91635
C 21.96693 -0.44005 19.48923
H 20.60832 -1.74322 17.33020
H 18.98992 -1.33020 17.98669
H 20.11367 -2.50682 18.74800
H 21.89635 -1.31312 20.13798
H 22.09029 0.43972 20.12080
H 22.79891 -0.63804 18.81342
C 22.73295 0.11450 14.38882
C 22.99619 0.71437 15.70189
O 22.11974 1.38057 16.25435
C 24.34962 0.41833 16.37818
H 23.61264 0.18972 13.74961
H 21.83954 0.54955 13.94087
H 22.54113 -0.93560 14.60927
H 24.65237 -0.61884 16.52210
H 24.38036 0.84907 17.37899
H 25.15077 0.77425 15.73043
*
```

Total energy, eV: -50930.167
Maximum force, hartree/bohr: 0.1142
Gap between HOMO and LUMO (spin up / spin down), eV: 1.7 / 6.3


[5]
Computed, not measured: a molecular structure, C12H23GdN4O2P, with ωB97M-V/def2-TZVPD.

Geometry as ORCA input:
```
! wB97M-V def2-TZVPD RIJCOSX def2/J DEFGRID3
* xyz 3 8
C 3.91070 2.20366 0.45709
O 4.13975 0.82392 0.79197
C 4.54561 0.08038 -0.32024
C 3.34123 -0.31564 -1.27184
C 2.18683 -1.10501 -0.49240
C 1.12419 -0.07403 0.02261
C -0.02842 -0.76572 0.88118
C 0.50846 -2.00761 1.58710
N 0.89997 -2.92784 2.09234
P -0.51028 0.44508 2.21342
N -1.09638 1.81122 1.66370
C -1.20306 -1.19925 -0.11139
C -1.24108 -2.73193 -0.15372
N -1.27485 -3.84448 -0.28405
C -2.64758 -0.74860 0.29019
C -3.14267 0.54306 -0.44782
O -2.81329 0.48031 -1.83845
C -4.72365 0.76141 -0.35415
N -5.51199 -0.40507 -0.67137
H 4.85620 2.72763 0.19365
H 3.18062 2.24655 -0.40105
H 3.40264 2.68563 1.31522
H 5.08564 -0.81355 0.05702
H 5.28102 0.67953 -0.92307
H 3.76441 -1.06740 -2.04104
H 2.95692 0.61131 -1.80641
H 2.71442 -1.65598 0.30663
H 1.68889 -1.74690 -1.24813
H 1.59848 0.68086 0.69003
H 0.70218 0.50823 -0.83235
H 0.68806 0.72395 2.94097
H -1.41706 -0.24209 3.07683
H -0.47425 2.55034 1.99249
H -0.89909 -0.91452 -1.13821
H -2.83837 -0.68348 1.37877
H -3.32984 -1.55253 -0.07594
H -2.67132 1.47233 -0.05774
H -2.91304 1.37474 -2.20245
H -4.98519 1.53808 -1.12083
H -5.05554 1.19544 0.61350
H -5.03307 -1.06798 -1.29678
H -5.85205 -0.89017 0.16983
Gd 3.08586 0.61615 -3.64510
*
```

Total energy, eV: -52959.047
Maximum force, hartree/bohr: 0.1068
Gap between HOMO and LUMO (spin up / spin down), eV: 4.2 / 4.5


Number 5 is which compound? C12H23GdN4O2P


What is the maximum force in the first record? 0.0857 hartree/bohr